Record 1
Below is a molecular structure, C25H32GaNO2, with properties calculated with wB97M-V/def2-TZVPD.

The value obtained for the HOMO energy is -7.3 eV. As for the max |F|: 4.942 eV Å⁻¹. The value obtained for the total energy is -3101.69328 hartree.

ORCA input file:
```
! wB97M-V def2-TZVPD RIJCOSX def2/J DEFGRID3
* xyz 0 1
C 1.54314 -3.13043 -0.33260
C 0.15378 -3.06196 -0.02427
C -0.38860 -1.92440 -0.61119
H -0.40656 -3.77674 0.59116
C 0.68817 -1.15309 -1.24107
C 1.88309 -1.99531 -1.10209
H 0.50262 -0.52943 -2.11678
C 1.19209 -0.98670 2.78525
C 0.07294 -1.75317 3.13589
C -1.10482 -0.95887 2.97249
H 0.05416 -2.79462 3.45224
C -0.75564 0.29145 2.43257
C 0.74726 0.31619 2.34072
H -1.45095 -1.70613 -0.71638
H 2.80162 -1.84015 -1.66441
H 2.23687 -3.90185 -0.03080
H 1.31065 1.26856 2.45213
H -2.09998 -1.27753 3.27202
H 2.22757 -1.30138 2.83523
Ga 1.61773 0.23399 0.24402
C -1.60491 1.27273 1.60364
C -1.40520 2.73178 2.03131
C -3.05933 0.86864 1.65288
H -1.49491 2.84606 3.12713
H -2.17552 3.35636 1.55740
H -0.41824 3.09244 1.75681
H -3.48254 0.86371 2.65589
H -3.18372 -0.13114 1.21353
H -3.60870 1.56451 1.01594
C -1.17445 0.98917 0.11826
C -0.58481 2.07325 -0.79530
H -1.84254 0.26310 -0.38434
H -0.25923 0.34367 0.14055
O 0.72335 1.94324 -0.93143
N -1.53966 2.79247 -1.48118
C -1.93202 2.23086 -2.88957
H -1.45061 3.81536 -1.31210
C -2.39548 0.80397 -2.75606
C -1.87719 -0.18283 -3.58740
H -0.99086 0.07103 -4.18151
C -2.44180 -1.46032 -3.59018
H -1.99759 -2.25204 -4.19871
C -3.56220 -1.71920 -2.77444
H -4.02924 -2.71550 -2.79226
C -4.05648 -0.73824 -1.89671
H -4.86434 -0.94489 -1.18582
C -3.48493 0.53595 -1.90906
H -3.79209 1.30801 -1.19029
H -1.02104 2.19602 -3.54145
H -2.83456 2.83239 -3.21532
C 5.36804 -0.60818 -0.16791
C 4.46332 -0.09833 0.93429
C 5.11978 0.96156 1.79562
O 3.35901 0.53825 0.25564
H 5.71422 0.19132 -0.84636
H 4.82624 -1.34074 -0.78876
H 6.24771 -1.08971 0.26578
H 4.03593 -0.92292 1.53663
H 5.50905 1.81717 1.21858
H 4.41605 1.37953 2.53166
H 5.95635 0.50306 2.33051
*
```

Atom charges from the Löwdin analysis, given in e for atoms 1 to 6: -0.106, -0.114, -0.123, 0.103, -0.231, -0.160


Record 2
Below is a single C25H32N2O4 molecule, with properties calculated with wB97M-V/def2-TZVPD.

The value obtained for the HOMO energy is -8.2 eV. As for the max |F|: 0.719 eV Å⁻¹. The SMILES is CCOC(=O)N1CCC(N2CCC[C@H](C(=O)c3ccc4cc(OC)ccc4c3)C2)CC1. The value obtained for the total energy is -1382.34597 hartree.

ORCA input file:
```
! wB97M-V def2-TZVPD RIJCOSX def2/J DEFGRID3
* xyz 0 1
C 5.97110 3.80974 1.21171
C 7.06709 2.83659 0.80045
O 6.55502 1.52289 0.59240
C 5.98133 1.30035 -0.61510
O 5.92039 2.12992 -1.49362
N 5.52756 0.03299 -0.73846
C 5.48477 -0.93177 0.33645
C 4.03480 -1.20964 0.73720
C 3.24871 -1.69609 -0.48593
N 1.90994 -2.11965 -0.11347
C 1.28335 -3.04502 -1.03653
C 0.11648 -3.74309 -0.34038
C -0.90665 -2.71396 0.13058
C -0.19304 -1.69181 1.01257
C -1.08360 -0.61149 1.60658
O -0.82643 -0.13818 2.69181
C -2.29995 -0.19348 0.86381
C -2.30224 0.11216 -0.51280
C -3.45350 0.49847 -1.13740
C -4.67296 0.58661 -0.43326
C -5.87214 0.96485 -1.06952
C -7.04096 1.05483 -0.35357
O -8.25142 1.40741 -0.85947
C -8.34353 1.71572 -2.22900
C -7.03947 0.76660 1.03280
C -5.89224 0.39880 1.66552
C -4.67453 0.29600 0.95542
C -3.47162 -0.07441 1.57819
C 0.98286 -1.06663 0.24259
C 3.33091 -0.62277 -1.58566
C 4.79639 -0.35147 -1.92510
H 5.25391 3.91711 0.40184
H 5.45567 3.44549 2.09748
H 6.40741 4.78086 1.42738
H 7.81154 2.72387 1.59187
H 7.54975 3.18119 -0.11984
H 6.05274 -0.54546 1.18099
H 5.95588 -1.85830 -0.01414
H 3.99989 -1.96787 1.51901
H 3.59826 -0.29107 1.12983
H 3.75229 -2.59830 -0.85797
H 2.02217 -3.78860 -1.34414
H 0.91092 -2.53588 -1.94451
H 0.50225 -4.29384 0.51857
H -0.34754 -4.45356 -1.02642
H -1.70618 -3.20155 0.69230
H -1.35628 -2.22752 -0.73608
H 0.25117 -2.21597 1.86666
H -1.37865 0.08161 -1.06992
H -3.44290 0.74600 -2.18962
H -5.83838 1.17985 -2.12655
H -7.71497 2.57325 -2.48963
H -8.06658 0.85914 -2.85200
H -9.38783 1.96737 -2.40610
H -7.97666 0.85035 1.56012
H -5.89644 0.18133 2.72332
H -3.46671 -0.28443 2.63803
H 1.48069 -0.34265 0.88793
H 0.60443 -0.53859 -0.64935
H 2.87025 0.30259 -1.23622
H 2.80667 -0.95605 -2.48289
H 4.88684 0.46136 -2.64742
H 5.25588 -1.25547 -2.34219
*
```

Atom charges from the Löwdin analysis, given in e for atoms 1 to 6: -0.063, -0.222, -0.015, -0.536, 0.086, -0.038


Record 3
Below is a single C25H32N2O4 molecule, with properties calculated with wB97M-V/def2-TZVPD.

The value obtained for the HOMO energy is -7.8 eV. As for the max |F|: 0.586 eV Å⁻¹. The SMILES is COc1cc(CN2CCC[C@H](C(=O)N3CCc4ccccc4C3)C2)cc(OC)c1OC. The value obtained for the total energy is -1382.29118 hartree.

ORCA input file:
```
! wB97M-V def2-TZVPD RIJCOSX def2/J DEFGRID3
* xyz 0 1
C -0.87476 -2.88128 1.56144
O 0.34989 -3.06876 0.89959
C 1.15652 -1.98691 0.70596
C 0.84511 -0.68824 1.08487
C 1.75085 0.33712 0.86229
C 1.45006 1.75874 1.26472
N 1.82314 2.66340 0.19089
C 1.97584 4.05512 0.56469
C 0.64538 4.79023 0.73516
C -0.18264 4.67050 -0.54230
C -0.37671 3.20042 -0.94029
C -1.37795 2.53553 -0.00527
O -1.79706 3.09148 0.99896
N -1.85568 1.30698 -0.33040
C -1.52795 0.50517 -1.48335
C -2.80670 -0.05344 -2.11290
C -3.49679 -0.92620 -1.11128
C -4.12822 -2.11105 -1.45977
C -4.73831 -2.89110 -0.49468
C -4.71059 -2.49318 0.83193
C -4.07228 -1.31965 1.18726
C -3.46111 -0.52850 0.22126
C -2.81479 0.76015 0.62357
C 1.01594 2.51966 -0.99478
C 2.95903 0.06121 0.24400
C 3.27872 -1.22471 -0.17385
O 4.44393 -1.53045 -0.83101
C 5.38711 -0.50733 -1.03057
C 2.37860 -2.27136 0.06952
O 2.54946 -3.57873 -0.29911
C 3.84415 -4.13657 -0.26922
H -1.54860 -2.23017 0.99564
H -0.73300 -2.47287 2.56786
H -1.32222 -3.87113 1.63642
H -0.09230 -0.46851 1.56961
H 2.06106 2.01738 2.13616
H 0.39516 1.84748 1.55996
H 2.55418 4.53665 -0.23354
H 2.56297 4.10564 1.48462
H 0.08353 4.36008 1.56357
H 0.83286 5.84194 0.95807
H -1.15662 5.13913 -0.39270
H 0.32904 5.18852 -1.35832
H -0.80228 3.16936 -1.95046
H -0.87735 -0.32972 -1.18584
H -0.99801 1.11122 -2.21601
H -3.45911 0.77847 -2.39542
H -2.56192 -0.61664 -3.01424
H -4.14280 -2.41866 -2.49537
H -5.23139 -3.80958 -0.77500
H -5.18316 -3.09920 1.59007
H -4.04579 -1.00903 2.22190
H -2.31851 0.64240 1.59626
H -3.59413 1.52035 0.77697
H 1.56887 2.98606 -1.81914
H 0.92820 1.45293 -1.20498
H 3.62996 0.88485 0.06995
H 5.73158 -0.08442 -0.08155
H 6.22591 -0.98125 -1.53907
H 4.98749 0.29300 -1.66132
H 4.43661 -3.83783 -1.13705
H 4.37990 -3.85839 0.64241
H 3.69348 -5.21613 -0.28443
*
```

Atom charges from the Löwdin analysis, given in e for atoms 1 to 6: -0.070, -0.058, -0.188, 0.016, -0.209, -0.129